(1)
A 7-piece molecular cluster, C41H70BrN2O14P2 overall, computed with ωB97M-V/def2-TZVPD.

Last column: Mulliken charge in e.
Positions of all 130 atoms, in Å:
C  2.243  1.637  -1.340  -1.270
H  -1.979  -1.795  -5.299  0.399
H  -7.608  -2.581  4.368  0.293
C  -5.336  2.175  -3.403  -1.172
C  -1.029  6.236  -0.458  -0.480
H  4.553  -2.093  4.452  0.319
C  3.676  -0.425  -1.367  -1.948
C  4.471  -1.669  0.709  0.836
H  -1.070  6.692  0.533  0.229
H  -6.169  1.500  -3.587  0.322
H  0.699  -7.924  -1.813  0.394
H  -3.575  7.003  -1.445  0.352
C  -2.156  8.115  4.004  -1.154
H  -3.727  6.678  0.297  0.247
H  -0.201  -7.632  -4.061  0.475
N  4.594  -2.849  1.377  -0.150
H  -2.350  -3.762  2.162  0.135
C  4.118  -4.016  0.895  0.404
C  -0.274  -6.835  -3.327  -1.429
H  -1.054  10.614  4.789  0.363
H  6.321  -5.416  1.566  0.367
C  1.781  -5.657  -0.291  -1.704
H  2.605  10.762  -0.939  0.326
C  -4.041  1.400  -3.454  0.774
H  -1.392  7.442  4.394  0.338
H  -0.911  7.013  -1.207  0.221
N  4.244  -2.757  3.753  -0.422
C  1.595  -0.172  0.072  0.662
C  1.173  2.375  -0.869  -0.600
H  -1.921  1.498  -3.283  0.049
H  -0.235  10.383  0.523  0.145
C  -6.588  -3.558  2.771  0.786
P  5.116  -0.159  1.551  0.963
C  -2.770  2.177  -3.217  -0.513
H  -1.518  -5.681  -0.896  0.456
H  -0.690  -7.156  -0.309  0.395
H  -0.155  10.877  3.285  0.292
H  -7.365  -5.134  1.545  0.336
H  -0.479  -5.681  0.568  0.415
H  -5.458  2.632  -2.420  0.280
O  4.679  1.178  0.834  -0.503
C  -1.575  -2.180  3.377  0.856
H  5.397  1.549  0.304  0.362
H  -0.573  -2.557  -5.980  0.458
C  2.484  9.973  -0.196  -1.218
H  -1.160  -3.521  -3.783  0.409
H  2.429  10.420  0.798  0.301
H  -0.437  -0.938  -5.246  0.383
H  -0.228  -5.871  -3.833  0.204
H  1.987  -6.633  0.146  0.336
H  1.497  -5.017  0.544  0.697
C  -2.289  5.454  -0.714  0.681
C  0.905  -2.958  -3.795  -0.430
O  -5.505  -3.410  3.292  -0.556
C  0.843  -6.948  -2.278  0.320
H  -5.335  2.954  -4.166  0.337
O  5.769  -5.882  2.209  -0.520
C  -0.908  -1.913  -5.166  -1.619
H  0.999  -4.038  -3.816  -0.126
C  -0.613  -2.587  -3.847  0.097
P  4.177  -5.670  1.838  0.237
C  -0.074  9.945  -0.460  -0.782
O  -2.268  4.260  -0.936  -0.497
C  -0.624  -6.079  -0.435  -1.845
H  -0.056  10.733  -1.215  0.433
H  3.796  -4.569  3.716  0.430
O  1.265  7.996  -0.709  -0.520
C  3.402  -2.884  -1.089  0.463
O  1.570  -2.479  -2.600  0.451
H  -3.570  -2.958  3.185  0.343
C  -1.083  -2.962  4.572  -1.173
C  -0.545  10.120  3.961  -1.177
H  -1.901  -3.121  5.276  0.359
H  -5.751  -4.560  1.083  0.233
O  -4.022  0.210  -3.671  -0.546
H  2.931  2.054  -2.063  0.490
H  -2.934  -2.138  1.741  0.274
H  -0.130  0.140  1.301  0.528
H  -2.784  2.635  -2.225  0.132
H  3.018  -7.205  -2.436  0.220
H  3.400  -2.348  3.371  0.250
H  2.099  -7.567  -3.897  0.546
O  6.714  -0.291  1.427  -0.631
C  -1.511  9.229  3.218  0.897
H  3.345  9.310  -0.239  0.320
H  6.993  -0.319  0.499  0.436
H  -4.415  5.545  -0.883  0.284
C  2.468  0.346  -0.866  0.784
H  6.058  -2.201  2.759  0.430
C  0.653  -5.794  -1.282  2.613
H  -2.661  2.959  -3.972  0.393
H  -8.531  -3.891  3.608  0.340
H  -0.691  -3.928  4.251  0.312
H  -0.291  -2.405  5.070  0.309
C  5.247  -2.918  2.706  -1.561
C  -2.678  -2.801  2.566  -0.764
C  0.517  0.564  0.551  -1.211
C  1.227  9.186  -0.479  0.938
O  3.407  -3.490  -3.325  -0.573
O  4.739  -0.134  2.956  -0.697
O  3.035  -5.193  -0.887  -0.398
C  -7.852  -3.058  3.422  -1.138
H  -0.895  9.268  -0.675  0.070
H  1.716  -1.164  0.486  0.294
H  0.472  -4.892  -1.867  -1.222
H  -0.509  2.436  0.471  0.595
H  3.538  -0.662  -2.418  0.811
H  -8.343  -2.330  2.774  0.339
C  -6.732  -4.252  1.440  -1.038
H  -7.177  -3.573  0.711  0.334
C  2.778  -2.970  -2.452  -0.407
Br  -1.130  -1.437  -2.375  -0.130
O  3.408  -5.313  3.203  -0.427
H  0.285  9.528  4.350  0.332
H  4.571  0.186  -1.301  0.808
H  -1.266  -6.915  -2.885  0.363
H  5.704  -3.892  2.834  0.788
H  0.987  3.386  -1.200  0.452
C  -3.586  6.222  -0.684  -1.104
H  -2.731  8.527  4.834  0.405
C  0.309  1.850  0.086  -0.341
C  3.870  -1.672  -0.542  0.175
H  -2.825  7.554  3.355  0.220
O  -1.757  9.402  2.045  -0.512
H  2.316  -5.905  -3.455  0.175
O  -1.099  -1.101  3.093  -0.606
C  2.169  -6.900  -3.040  -1.338
H  -0.170  5.572  -0.507  0.022
C  3.507  -4.057  -0.354  0.306
H  1.392  -2.499  -4.648  0.505

Properties
* multiplicity: 1
* energy: -163914.55503 eV
* HOMO-LUMO gap: 6.356 eV
* net charge: +1

=====

(2)
A 3-piece molecular cluster, C41H72N2O7 overall, computed with ωB97M-V/def2-TZVPD.

Last column: Mulliken charge in e.
Positions of all 122 atoms, in Å:
C  -1.035  5.469  -0.892  -1.029
H  -2.849  -2.225  -0.521  0.230
H  10.059  -2.242  -2.566  0.420
C  1.013  -2.012  -1.790  -1.055
H  2.238  -3.338  -5.986  0.475
C  -1.129  -0.274  2.254  -0.724
H  0.284  4.019  1.198  0.307
H  0.110  -2.582  -1.963  0.700
H  5.355  -1.928  -2.379  0.476
H  -2.803  3.898  6.653  0.408
H  -6.046  -8.585  -1.713  0.345
O  -4.662  -2.691  -1.257  -0.476
H  -1.614  4.749  -0.320  0.229
H  -5.009  1.929  4.392  0.340
H  -5.977  -4.268  -1.620  0.175
C  2.686  -2.888  -5.104  -1.324
H  -4.179  5.223  5.571  0.102
C  1.391  1.379  2.730  -0.969
C  2.366  -0.735  -0.269  0.432
H  0.687  5.255  -2.208  0.356
H  -0.808  4.684  -2.875  0.366
H  -1.316  0.794  2.306  0.199
H  -0.676  -1.846  3.734  0.405
H  7.895  -3.257  -3.609  0.291
C  -2.755  -4.255  -1.120  -0.763
H  -3.787  -3.260  0.536  0.276
C  1.283  0.221  1.795  0.564
O  4.027  -0.814  -3.531  -0.459
H  0.445  2.752  -2.462  0.341
H  7.563  -1.585  -2.080  0.410
C  8.169  -2.122  -5.442  -1.546
H  -0.172  2.361  0.961  0.083
N  -5.172  5.154  5.391  -0.323
C  1.571  -2.413  -4.181  -0.439
H  4.192  0.047  -1.041  0.605
H  -1.913  -0.754  1.670  0.290
H  -1.567  -0.709  5.659  0.243
H  8.505  -0.400  -2.939  0.395
H  -4.610  -7.828  1.055  0.392
H  3.261  -2.038  -5.460  0.196
H  0.458  1.566  3.254  0.171
H  -1.527  2.951  5.866  0.214
O  3.630  0.065  1.553  -0.609
H  -1.801  -4.351  -0.596  0.372
H  5.325  -2.291  -4.094  0.153
H  7.028  1.502  -3.206  0.499
H  6.511  -0.298  -4.630  0.270
O  -3.292  2.917  4.874  -0.102
C  1.203  3.141  -0.499  -0.032
H  3.362  -3.580  -4.615  0.322
C  3.100  -1.087  -2.546  0.388
O  -0.491  -2.574  0.668  -0.575
H  0.946  -3.278  -3.959  0.363
H  -5.069  4.204  3.484  0.167
H  -2.523  -3.992  -2.156  0.269
H  -3.050  5.558  2.839  0.217
H  -0.369  6.007  -0.224  0.242
C  8.342  -2.316  -3.929  1.019
H  -4.191  -5.422  0.831  0.183
H  5.272  1.218  -3.005  0.455
H  10.410  -1.718  -4.209  0.388
H  -2.091  0.725  4.566  0.103
H  -5.525  7.895  3.336  0.348
C  -2.590  2.976  6.101  -0.931
H  0.917  -1.719  -4.706  0.378
C  1.211  -1.470  -0.519  -0.140
C  6.264  0.814  -2.852  -2.122
H  -6.690  -2.723  -1.159  0.309
H  7.233  -2.543  -5.798  0.288
C  5.287  -1.476  -3.371  -1.023
O  -3.639  7.341  3.746  -0.443
H  1.896  3.469  2.649  0.643
C  0.105  3.271  -1.565  -0.894
H  -6.723  6.366  4.712  0.391
C  1.946  -1.829  -2.834  0.282
H  9.003  -2.580  -5.964  0.475
C  -0.220  4.708  -1.957  -0.685
C  2.545  -0.134  1.075  0.076
C  1.761  2.648  1.948  -1.360
H  1.810  2.262  -0.728  -0.126
C  6.464  -0.531  -3.567  1.553
H  -1.720  6.172  -1.354  0.425
H  -5.894  -3.717  0.074  0.268
H  -2.829  2.115  6.733  0.381
H  10.212  -3.420  -3.880  0.440
H  -6.489  3.820  4.473  0.404
C  3.318  -0.541  -1.271  -0.482
H  -5.654  -6.996  -2.417  0.293
H  -4.277  -5.484  -1.655  0.154
C  -6.214  -7.507  -1.626  -0.705
C  -5.853  -3.396  -0.970  -0.566
H  8.205  -1.060  -5.673  0.331
N  -3.406  -5.564  -1.147  -0.246
H  -2.461  5.796  4.506  0.164
C  -5.414  4.019  4.511  -0.216
C  -4.998  6.975  3.600  -0.463
H  2.154  1.180  3.479  0.377
C  -4.541  -7.367  0.066  -0.824
C  0.680  3.040  0.927  -0.023
H  -4.977  2.559  6.043  0.435
H  -4.095  -8.097  -0.615  0.419
C  0.235  -1.619  0.577  -0.244
H  -0.818  2.781  -1.253  0.337
H  1.868  4.000  -0.600  0.430
C  -4.703  2.779  5.008  -0.971
C  -3.676  -6.130  0.168  -0.157
C  0.185  -0.510  1.555  1.060
C  9.840  -2.432  -3.615  -1.786
H  6.460  0.679  -1.786  0.360
C  7.751  -1.176  -3.074  -1.538
C  -1.628  -0.243  4.688  -0.908
H  -2.726  -6.399  0.639  0.351
C  -3.521  -3.086  -0.513  -0.185
C  -2.700  6.298  3.564  -0.462
O  -5.864  -7.036  -0.341  -0.351
H  2.716  2.513  1.448  0.494
H  -1.780  6.746  3.186  0.306
C  -5.643  6.435  4.872  -0.706
H  -7.274  -7.307  -1.769  0.239
H  -5.488  7.177  5.660  0.382
H  -5.118  6.292  2.750  0.336
C  -1.119  -0.864  3.637  0.001

Properties
* multiplicity: 1
* energy: -60994.35915 eV
* structure (SMILES): C=CCC1=C(CCCCCCC)C(=O)c2cc(OC[C@@H](C)CC(C)C)c(CC)cc2C1=O.COCCNCCOC.COCCNCCOC
* HOMO-LUMO gap: 7.790 eV
* net charge: 0

=====

(3)
A 9-piece molecular cluster, C41H74N8O4 overall, computed with ωB97M-V/def2-TZVPD.

Last column: Mulliken charge in e.
Positions of all 127 atoms, in Å:
H  -2.007  12.285  12.798  0.336
H  -11.167  15.565  19.948  0.206
H  -2.774  11.984  17.731  0.488
C  -8.940  11.506  16.360  1.585
H  -9.285  18.516  21.306  0.402
C  -11.095  17.615  18.487  -1.893
H  -11.026  11.065  16.667  0.425
H  -4.287  12.893  13.064  0.287
H  -0.316  11.748  18.064  -0.483
O  -6.534  11.450  19.206  -0.366
C  0.750  11.857  17.866  0.853
O  -4.921  12.628  20.142  -0.440
C  -10.045  17.434  19.623  1.302
H  -5.306  10.615  17.821  0.143
C  -9.891  11.264  21.643  0.306
H  -9.371  16.305  22.212  0.508
N  -2.757  4.847  16.224  -0.507
C  -9.882  9.977  22.450  -1.505
H  2.080  13.154  16.679  0.348
H  -9.569  16.238  13.102  0.418
C  0.427  12.824  15.520  0.291
C  -4.123  11.956  12.532  -0.660
H  -9.045  14.034  20.146  0.203
H  -11.226  13.296  15.963  0.498
H  2.158  9.624  20.330  0.285
C  -2.180  8.366  16.851  -0.938
H  -10.348  14.918  22.128  0.291
H  -7.757  18.162  18.692  0.305
N  -8.861  16.776  19.046  1.250
C  1.014  13.028  16.866  -0.775
H  2.065  10.760  21.541  0.413
H  2.445  10.599  17.374  0.364
H  1.262  12.082  18.802  0.219
H  -4.050  6.078  18.945  0.481
C  -11.591  12.560  22.877  -0.040
H  -3.391  8.695  18.620  -0.129
N  -0.786  10.563  20.158  -0.370
H  -10.766  19.017  20.797  0.458
H  -6.469  14.535  19.344  0.490
C  -3.170  5.640  17.024  0.207
H  -6.979  16.395  13.987  0.435
C  -9.800  18.742  20.373  -1.704
H  -10.258  11.444  18.120  0.001
H  -12.021  18.008  18.906  0.423
H  -9.384  19.604  19.852  0.299
H  0.987  9.699  17.851  0.288
H  -1.627  9.282  17.058  0.009
C  -2.778  7.895  18.205  0.185
C  -7.304  16.092  14.983  -0.509
H  -10.709  15.896  14.264  0.373
H  -1.493  7.681  16.355  0.495
C  -6.056  11.913  20.401  0.656
H  1.113  10.386  16.291  0.461
H  -7.726  14.379  18.229  -0.343
C  -9.834  15.635  21.488  -1.015
O  -6.562  11.750  21.442  -0.541
H  -9.088  15.938  16.199  -0.520
H  -8.905  9.675  22.826  0.374
H  1.574  7.717  21.674  0.301
H  -11.976  11.375  21.256  0.505
C  -10.718  16.367  20.533  -1.278
H  -6.832  16.713  15.744  0.215
H  -2.647  10.719  13.402  0.108
C  -3.164  12.077  18.744  -1.982
H  -9.436  14.671  13.825  0.237
C  -3.710  6.566  18.032  -0.616
C  -8.697  14.899  20.711  -1.234
H  -2.440  12.722  19.243  0.412
H  -6.277  11.449  12.847  0.247
N  -5.374  10.059  15.454  -0.499
H  -9.136  11.901  22.103  0.034
H  -10.264  9.093  21.940  0.345
H  -6.241  17.267  20.215  0.472
H  0.671  13.970  17.294  0.378
H  -2.922  8.595  16.086  0.269
C  -11.184  12.061  21.557  0.329
H  -11.304  16.685  17.959  0.226
C  0.578  8.871  23.220  -1.153
C  -8.752  16.256  15.212  0.591
H  -0.428  8.774  22.810  0.323
N  -6.401  13.700  15.462  -0.333
H  -8.175  12.118  16.838  -1.059
H  -5.254  10.202  12.261  0.392
O  -8.270  17.593  18.113  -0.408
H  -8.879  17.337  15.272  0.352
H  -7.565  17.385  21.388  0.365
C  -9.655  15.714  14.053  -1.417
H  -10.076  13.824  17.265  -0.082
C  -6.830  14.731  15.255  0.119
C  -7.942  15.909  19.804  2.026
H  -11.147  12.855  20.811  -0.261
H  -8.099  14.439  21.497  0.393
N  0.018  12.626  14.449  -0.468
C  -5.297  10.998  13.003  -0.553
C  -2.691  11.459  12.604  -0.792
H  -11.573  16.796  21.056  0.584
C  -5.271  10.453  14.363  0.381
H  -6.492  16.002  21.375  0.394
N  -9.154  11.855  13.778  -0.675
C  -5.635  11.614  18.104  1.009
C  -10.262  11.731  17.068  -0.664
H  2.663  8.672  22.509  0.338
H  -11.683  13.323  17.637  0.406
C  1.536  9.875  21.189  -0.410
C  -7.020  16.706  20.732  -2.062
H  -3.078  11.069  19.148  0.276
H  -9.525  11.120  20.626  0.080
H  -10.694  18.335  17.774  0.425
C  -9.077  11.710  14.933  -0.011
C  1.638  8.701  22.138  -0.628
C  0.223  10.198  20.568  0.240
H  -4.302  12.390  11.548  0.465
C  1.356  10.586  17.335  -1.460
N  -11.871  12.885  23.936  -0.484
H  -4.622  13.597  18.363  0.286
H  -6.516  15.695  18.107  0.528
H  -1.978  7.778  18.937  0.307
H  0.669  8.062  23.945  0.386
H  -4.670  6.827  17.587  0.234
H  -5.992  12.102  17.197  -0.518
H  -2.565  10.900  11.677  0.296
C  -4.625  12.583  18.763  0.713
H  -8.600  10.472  16.419  0.442
C  -7.174  15.143  18.777  -1.818
H  0.696  9.798  23.781  0.298
C  -10.848  13.113  16.969  -0.861
H  -10.368  10.111  23.416  0.379

Properties
* multiplicity: 1
* energy: -63824.09044 eV
* structure (SMILES): CC1(C)CCCC(C)(C)N1O.C[C@H]1COC(=O)O1.CCCC#N.CCCC#N.CCCC#N.CCCC#N.CCCC#N.CCCC#N.CCCC#N
* HOMO-LUMO gap: 8.847 eV
* net charge: 0